Computed, not measured: a molecular structure, C30H52BrCuN3P2S, with ωB97M-V with the def2-TZVPD basis set.

```
! wB97M-V def2-TZVPD RIJCOSX def2/J DEFGRID3
* xyz 2 2
Br 1.829 -0.745 1.202
Cu -0.260 -0.038 0.415
S -1.113 0.444 2.712
P 6.158 -0.904 -0.605
P -0.564 -1.997 -0.551
N -7.134 5.630 -6.337
N -0.402 -1.107 4.710
N 0.425 1.054 4.879
C 0.090 -2.528 -3.323
C 6.669 1.824 -0.879
C 5.587 0.850 -0.417
C -5.610 4.301 -4.387
C 5.052 -1.766 0.587
C -3.694 2.878 -3.726
C -2.146 1.769 -0.477
C -0.303 0.114 4.177
C -2.241 -2.131 -1.255
C -0.081 1.583 6.175
C -1.080 1.030 -0.954
C 5.295 -1.349 -2.185
C -3.324 -1.635 -0.285
C -1.596 -4.423 0.680
C -5.921 3.686 -5.620
C -0.751 0.991 -2.306
C -6.101 5.608 -4.173
C -4.773 3.636 -3.393
C -3.027 2.371 -1.386
C -0.462 -3.402 0.649
C 5.739 -2.071 1.912
C -6.827 6.244 -5.191
C 0.598 -2.517 -1.880
C 1.062 2.104 7.027
C -1.049 -1.988 6.930
C -2.786 2.277 -2.772
C -1.626 1.601 -3.217
C -6.711 4.381 -6.549
C 5.992 -2.510 -2.887
C 0.090 -1.550 6.032
H -2.533 -3.995 1.049
H -5.589 2.676 -5.858
H -3.420 2.739 -4.776
H -0.337 -2.933 1.634
H -0.666 -2.272 7.913
H 4.668 0.964 -1.006
H -2.269 -1.538 -2.180
H -0.564 -1.683 -3.559
H -5.024 3.837 -2.348
H -2.920 -1.003 0.518
H -1.315 -5.236 1.358
H -1.554 -2.862 6.509
H 5.334 1.008 0.640
H 4.252 -1.594 -1.945
H 4.674 -2.683 0.111
H 5.798 -1.177 2.541
H 5.303 -0.448 -2.813
H 0.151 0.484 -2.642
H 5.162 -2.824 2.459
H 5.721 -2.520 -3.946
H 0.795 -2.375 5.861
H 0.707 1.818 4.263
H -0.450 -3.457 -3.542
H 4.187 -1.100 0.739
H -0.786 2.403 5.964
H -3.908 2.907 -1.032
H 5.697 -3.471 -2.457
H -0.618 0.791 6.709
H -4.058 -1.027 -0.830
H 1.468 -1.852 -1.777
H 0.654 -0.728 6.471
H -2.323 1.846 0.594
H -7.006 3.915 -7.497
H 6.751 -2.459 1.758
H -7.174 7.277 -5.067
H -5.902 6.150 -3.250
H 7.665 1.488 -0.577
H -3.859 -2.472 0.181
H -2.401 -3.184 -1.527
H 6.498 2.812 -0.443
H 6.660 1.933 -1.968
H -0.944 -1.769 4.150
H -1.782 -1.186 7.076
H -1.436 1.559 -4.290
H 0.945 -2.482 -4.009
H 1.821 1.333 7.205
H 0.672 2.408 8.002
H 0.933 -3.527 -1.598
H 0.491 -3.902 0.429
H -1.789 -4.872 -0.299
H 7.081 -2.423 -2.817
H 1.534 2.987 6.586
*
```

Calculated values
LUMO (spin up / spin down)   -0.2744 / -0.3319 Eh
Maximum force   4.282 eV/Å
Expectation value of S²   0.7521

Computed, not measured: 4 unconnected molecules or ions with the total composition C30H52ClIN5O6, with ωB97M-V with the def2-TZVPD basis set.

```
! wB97M-V def2-TZVPD RIJCOSX def2/J DEFGRID3
* xyz 1 1
I -1.635 4.168 0.842
Cl -0.215 0.108 1.638
O 1.818 -5.774 -0.867
O -3.777 7.818 4.151
O -7.100 -2.593 1.010
O -1.834 1.228 -0.366
O 4.501 1.582 -3.711
O -0.283 2.652 -1.267
N -4.730 6.185 2.937
N 1.499 1.737 -0.088
N -5.349 -0.035 0.635
N 6.075 2.313 -2.283
N 1.554 -7.590 0.429
C 1.666 1.749 -2.820
C 0.686 1.101 -4.011
C 5.662 -4.290 3.175
C -8.405 -2.032 -1.088
C -7.549 -1.439 0.187
C -6.191 -0.707 -0.459
C 1.107 -8.920 0.769
C -0.852 2.246 0.062
C 1.895 3.229 -0.081
C 1.369 -6.912 -0.739
C 5.368 2.413 -3.445
C 7.121 3.181 -1.798
C 4.842 -2.874 3.030
C 0.804 1.630 -1.427
C 0.608 -7.601 -1.838
C 2.840 1.080 0.138
C 5.688 3.559 -4.365
C 3.910 -2.541 1.690
C -4.784 7.163 3.886
C -5.793 5.318 2.490
C -6.098 7.401 4.576
C -3.130 1.391 0.314
C -3.940 -0.054 0.086
C 2.089 4.637 -0.129
C 3.185 -1.037 1.692
C 3.741 -3.644 0.474
C 2.825 -0.559 0.153
C 4.594 -5.069 0.660
C 0.437 1.716 0.987
C 5.538 -5.399 1.962
H 5.805 1.518 -1.715
H -5.487 4.284 2.668
H 2.717 1.204 -2.762
H 6.148 -6.408 2.044
H 6.730 3.498 -4.689
H -2.951 1.468 1.481
H 7.332 4.003 -2.484
H 5.047 3.511 -5.249
H 2.279 -0.994 2.435
H 0.641 2.320 1.980
H -6.856 7.694 3.844
H 2.342 5.769 0.148
H 1.275 0.858 -4.995
H 8.023 2.581 -1.660
H -5.929 5.473 1.416
H 2.074 -7.064 1.123
H 4.910 -2.066 3.886
H -3.249 -0.896 0.571
H 6.806 3.585 -0.833
H 1.986 -9.521 1.015
H -3.816 2.234 -0.121
H 3.054 -3.406 -0.446
H -6.735 5.511 3.006
H 4.006 -0.288 2.126
H -7.711 -2.580 -1.889
H 0.465 0.497 -1.437
H 3.308 1.542 1.122
H 0.558 -9.396 -0.045
H 1.781 -0.990 -0.226
H -3.928 -0.212 -1.096
H 6.322 -4.433 4.142
H -0.405 -7.835 -1.500
H -5.606 -1.599 -0.994
H -5.990 8.208 5.305
H 1.823 2.905 -3.046
H 5.503 4.509 -3.855
H 0.211 0.075 -3.631
H -9.234 -2.766 -0.696
H 0.539 -6.941 -2.707
H -7.263 -3.391 0.411
H -8.101 -0.605 0.797
H 1.130 -8.514 -2.137
H -6.457 0.141 -1.226
H -5.691 0.937 0.831
H -8.905 -1.133 -1.693
H 3.557 1.446 -0.744
H -3.814 6.082 2.515
H -0.245 1.812 -4.210
H 3.699 -0.949 -0.530
H 4.497 -5.868 -0.195
H -6.410 6.496 5.105
H 0.462 -8.847 1.648
*
```

Calculated values
LUMO   -0.1179 Eh
Maximum force   11.132 eV/Å